(1)
{"formula": "C2H3BrN2", "method": "ωB97M-V/def2-TZVPD", "orbital_gap_ev": 8.161, "spin_multiplicity": 1, "lumo_energy_ev": -0.389, "e_above_lowest_kcal_mol": 7.56, "elements": ["C", "C", "N", "N", "Br", "H", "H", "H"], "xyz": [[0.47, 0.63, 0.32], [-0.83, 0.08, 0.74], [0.90, -0.46, -1.88], [1.16, -0.23, -2.93], [1.91, 0.05, 1.33], [-0.85, -0.64, 1.56], [-1.31, -0.36, -0.15], [-1.45, 0.94, 1.00]], "nbo_charge": [-0.016, -0.820, 0.002, 0.017, 0.079, 0.200, 0.267, 0.272]}


(2)
{"formula": "C31H49BBrIrN2O2P2", "method": "ωB97M-V/def2-TZVPD", "orbital_gap_ev": [6.096, 6.426], "spin_multiplicity": 1, "lumo_energy_ev": [-0.675, -0.309], "elements": ["Ir", "C", "C", "C", "C", "P", "C", "N", "B", "N", "C", "P", "C", "C", "C", "C", "C", "C", "C", "C", "C", "C", "C", "C", "C", "C", "C", "C", "C", "C", "H", "H", "H", "H", "H", "H", "H", "H", "H", "H", "H", "H", "H", "H", "H", "H", "H", "H", "H", "H", "H", "H", "H", "H", "H", "H", "H", "H", "H", "H", "H", "H", "H", "H", "H", "H", "H", "H", "H", "H", "H", "H", "H", "H", "Br", "C", "C", "C", "C", "C", "C", "C", "O", "O", "H", "H", "H", "H", "H"], "xyz": [[0.08, -0.06, -0.24], [-3.46, -2.70, -2.34], [-3.08, -2.78, -0.85], [-3.15, -4.25, -0.39], [-4.14, -1.98, -0.06], [-1.40, -1.90, -0.53], [-0.96, -2.59, 1.22], [-0.16, -1.69, 2.05], [0.71, -0.57, 1.54], [0.49, 0.63, 2.39], [0.75, 1.98, 1.94], [-0.08, 2.21, 0.23], [-1.88, 2.76, 0.61], [-1.99, 4.15, 1.26], [-2.69, 2.74, -0.70], [-2.53, 1.73, 1.55], [0.96, 3.66, -0.47], [2.30, 3.05, -0.94], [1.29, 4.77, 0.56], [0.29, 4.29, -1.70], [-0.26, 0.17, 3.48], [-0.66, 0.89, 4.61], [-1.47, 0.24, 5.56], [-1.86, -1.10, 5.36], [-1.46, -1.80, 4.22], [-0.64, -1.15, 3.29], [-0.02, -2.62, -1.66], [1.36, -2.25, -1.10], [-0.07, -4.15, -1.82], [-0.12, -1.97, -3.06], [-4.49, -3.08, -2.50], [-2.80, -3.32, -2.96], [-3.43, -1.64, -2.70], [-4.16, -4.66, -0.57], [-2.96, -4.36, 0.70], [-2.44, -4.91, -0.91], [-5.16, -2.40, -0.23], [-4.15, -0.92, -0.38], [-3.94, -2.00, 1.03], [-0.52, -3.60, 1.18], [-1.94, -2.69, 1.73], [1.85, 2.07, 1.83], [0.41, 2.75, 2.66], [-1.67, 4.94, 0.57], [-1.40, 4.20, 2.20], [-3.05, 4.37, 1.51], [-2.31, 3.46, -1.44], [-3.75, 2.99, -0.51], [-2.65, 1.73, -1.16], [-2.05, 1.77, 2.54], [-2.45, 0.70, 1.14], [-3.61, 1.97, 1.71], [2.86, 2.59, -0.11], [2.95, 3.82, -1.40], [2.11, 2.26, -1.70], [1.86, 4.37, 1.43], [0.41, 5.29, 0.95], [1.94, 5.54, 0.09], [0.04, 3.51, -2.45], [0.96, 5.04, -2.17], [-0.63, 4.83, -1.42], [-0.37, 1.92, 4.75], [-1.79, 0.77, 6.44], [-2.49, -1.59, 6.10], [-1.77, -2.83, 4.07], [1.52, -2.71, -0.10], [1.47, -1.15, -1.03], [2.18, -2.62, -1.76], [-0.02, -4.66, -0.83], [0.79, -4.51, -2.42], [-0.97, -4.47, -2.37], [-0.04, -0.86, -2.97], [-1.07, -2.19, -3.57], [0.70, -2.32, -3.72], [5.22, 0.20, -5.12], [5.35, -0.23, -3.28], [6.60, -0.55, -2.74], [6.70, -0.87, -1.39], [5.56, -0.87, -0.58], [4.30, -0.54, -1.11], [4.21, -0.23, -2.48], [3.07, -0.54, -0.23], [3.23, -0.84, 0.99], [1.96, -0.24, -0.79], [7.49, -0.56, -3.36], [7.67, -1.12, -0.95], [5.64, -1.12, 0.48], [3.24, 0.02, -2.89], [-0.35, 0.37, -1.85]], "mulliken_charge": [-0.337, -1.738, 1.570, -1.662, -1.570, 1.696, -0.937, 0.118, 0.207, 0.012, -1.301, 0.198, 2.250, -1.699, -1.524, -1.706, 2.100, -1.639, -1.677, -1.816, 0.491, -0.592, -0.749, -0.744, -0.650, 0.172, 2.112, -1.650, -1.863, -1.639, 0.474, 0.298, 0.319, 0.498, 0.265, 0.280, 0.487, 0.232, 0.275, 0.079, 0.292, 0.284, 0.382, 0.307, 0.300, 0.444, 0.284, 0.490, 0.093, 0.278, 0.166, 0.613, 0.248, 0.620, 0.223, 0.287, 0.288, 0.504, 0.321, 0.480, 0.317, 0.470, 0.404, 0.405, 0.538, 0.202, -0.626, 0.791, 0.273, 0.434, 0.344, 0.150, 0.366, 0.428, -0.193, -0.475, -0.253, -0.754, -0.287, 0.415, 0.171, 0.507, -0.780, 0.320, 0.400, 0.400, 0.464, 0.322, -0.295]}


(3)
{"formula": "C9H11ClN2O", "method": "ωB97M-V/def2-TZVPD", "orbital_gap_ev": 9.783, "spin_multiplicity": 1, "lumo_energy_ev": 0.831, "smiles": "Clc1ccncc1OC[C@H]1CCN1", "e_above_lowest_kcal_mol": 116.82, "elements": ["C", "C", "C", "C", "C", "C", "C", "C", "C", "H", "H", "H", "H", "H", "H", "H", "H", "H", "H", "H", "N", "N", "O", "Cl"], "xyz": [[-2.68, -0.60, -0.13], [-3.69, 0.29, -0.55], [-3.47, 1.68, -0.27], [-1.34, 1.33, 0.39], [-1.41, -0.09, 0.07], [0.54, -0.84, 0.99], [1.90, -0.52, 0.62], [2.49, -1.16, -0.62], [3.09, 0.26, -0.97], [-4.60, -0.34, -1.05], [-4.34, 2.37, -0.59], [-0.38, 1.57, 0.95], [0.22, -0.05, 1.59], [0.66, -1.75, 1.57], [2.54, -0.75, 1.46], [3.13, -2.04, -0.53], [1.58, -1.38, -1.23], [3.02, 0.81, -2.00], [4.14, 0.31, -0.54], [2.28, 1.27, 0.76], [-2.28, 2.18, 0.20], [1.99, 0.77, -0.06], [-0.39, -1.06, 0.03], [-3.01, -2.24, -0.11]], "nbo_charge": [-0.104, -0.258, 0.000, 0.025, 0.237, -0.065, -0.091, -0.413, -0.227, 0.250, 0.208, 0.195, 0.173, 0.174, 0.175, 0.208, 0.223, 0.207, 0.176, 0.352, -0.416, -0.617, -0.479, 0.066]}


(4)
{"formula": "C5H15NO2", "method": "ωB97M-V/def2-TZVPD", "orbital_gap_ev": 3.261, "spin_multiplicity": 1, "lumo_energy_ev": -4.228, "e_above_lowest_kcal_mol": 219.21, "elements": ["C", "N", "C", "C", "C", "C", "H", "H", "H", "H", "H", "H", "H", "H", "H", "H", "H", "H", "H", "O", "H", "H", "O"], "xyz": [[-0.16, -1.43, -0.28], [0.83, 0.25, 1.46], [-0.18, -0.06, 0.44], [1.08, 1.57, -2.07], [-0.28, 1.64, -2.48], [-1.38, 2.32, -1.97], [-0.87, -1.44, -1.17], [-0.46, -2.27, 0.44], [0.95, -1.53, -0.28], [1.33, -0.60, 1.88], [-1.17, 0.01, 0.83], [-0.33, 0.76, -0.29], [1.47, 2.54, -1.65], [1.76, 1.10, -2.82], [-0.44, 1.04, -3.49], [-2.32, 2.49, -2.48], [-1.08, 3.02, -1.13], [-0.31, -1.84, 2.79], [1.57, 0.94, 1.09], [0.97, -2.29, 1.87], [1.60, -2.83, 2.36], [-1.46, -2.05, 3.80], [-1.11, -1.34, 3.16]], "nbo_charge": [-0.651, -0.698, -0.263, -0.170, -0.305, -0.212, 0.201, 0.283, 0.246, 0.447, 0.260, 0.187, 0.210, 0.221, 0.224, 0.228, 0.206, 0.507, 0.342, -1.144, 0.440, 0.449, -1.008]}


(5)
{"formula": "CH4BrClOSi", "method": "ωB97M-V/def2-TZVPD", "orbital_gap_ev": [6.609, 6.601], "spin_multiplicity": 1, "lumo_energy_ev": [-2.180, -2.183], "e_above_lowest_kcal_mol": 98.79, "elements": ["C", "O", "Si", "Cl", "Br", "H", "H", "H", "H"], "xyz": [[1.68, 0.43, 0.68], [-0.02, -0.17, -0.93], [-1.47, -0.26, -0.38], [2.05, 1.93, 0.12], [2.73, -1.02, 0.22], [1.14, 0.45, 1.61], [-2.43, 0.71, 0.44], [-1.65, -1.72, 0.08], [-2.04, -0.35, -1.83]], "nbo_charge": [-0.172, -1.071, 1.193, 0.201, 0.258, 0.230, -0.202, -0.233, -0.205]}


(6)
{"formula": "C5H7BrF3N", "method": "ωB97M-V/def2-TZVPD", "orbital_gap_ev": 10.438, "spin_multiplicity": 1, "lumo_energy_ev": 0.732, "smiles": "F[C@@H]1C[C@@H](F)[C@H](Br)[C@@H](F)N1", "e_above_lowest_kcal_mol": 16.96, "elements": ["C", "C", "C", "C", "C", "N", "F", "F", "F", "Br", "H", "H", "H", "H", "H", "H", "H"], "xyz": [[0.01, -0.91, 0.91], [0.27, 0.50, 1.52], [1.05, 1.36, 0.56], [-0.69, -0.64, -0.44], [0.16, 1.48, -1.04], [0.03, 0.11, -1.40], [1.00, 0.28, 2.71], [-1.97, -0.20, -0.19], [0.97, 2.23, -1.80], [1.19, 3.27, 0.95], [0.95, -1.40, 0.75], [-0.70, -1.41, 1.51], [-0.59, 0.95, 2.10], [2.05, 1.04, 0.50], [-0.72, -1.58, -0.88], [-0.72, 1.99, -0.78], [-0.17, -0.10, -2.36]], "nbo_charge": [-0.452, 0.145, -0.305, 0.335, 0.414, -0.676, -0.385, -0.368, -0.324, -0.005, 0.231, 0.235, 0.213, 0.223, 0.166, 0.156, 0.397]}